No. 1
ORCA calculation (wB97M-V/def2-TZVPD) on the molecule C4H10N2O2 in a non-equilibrium geometry.

Geometry as XYZ:
```
18
Properties=species:S:1:pos:R:3:lowdin_charge:R:1
N -1.72769 -0.98734 1.08811 0.065
C -1.18866 0.05027 0.29953 -0.242
C 0.06995 0.58477 0.79422 -0.279
O 0.67425 -0.08195 1.89772 -0.049
C 0.17905 -0.21419 -0.45678 -0.377
N 0.88665 -1.46698 -0.16884 0.082
C 0.30823 0.39142 -1.78632 -0.160
O 0.75085 1.77885 -1.58363 -0.117
H -1.38954 -0.89278 2.04071 0.081
H -2.74441 -0.98322 1.11923 0.083
H -1.74613 0.86489 -0.18309 0.154
H 0.39655 1.64062 0.68733 0.151
H 1.16774 -0.85976 1.56178 0.074
H 0.22848 -2.21212 -0.06955 0.073
H 1.64359 -1.76035 -0.78440 0.097
H 1.20511 0.05554 -2.37983 0.136
H -0.62219 0.32890 -2.34694 0.119
H 0.13583 2.54975 -1.69676 0.109
```

The multiplicity is 1. The SMILES is N[C@H]1[C@@H](O)[C@]1(N)CO. Its net charge is 0. The calculation puts the HOMO energy at -0.311 Ha. Its frontier orbital gap is 0.33924 Ha.

No. 2
ORCA calculation (wB97M-V/def2-TZVPD) on the molecule C4H10N2O2 in a non-equilibrium geometry.

Geometry as XYZ:
```
18
Properties=species:S:1:pos:R:3:lowdin_charge:R:1
N 0.41154 1.63704 -1.71649 0.165
C -0.58244 0.89264 -1.08667 -0.566
O -1.74392 1.17938 -1.24730 0.058
C -0.20561 -0.42031 -0.45944 -0.285
N -1.26212 -1.34335 -0.51488 0.051
C 0.15511 0.24543 1.15007 -0.050
C 1.50589 -0.31824 1.64425 -0.332
O 1.43695 -1.64139 2.06724 -0.075
H 1.36324 1.37409 -1.47296 0.100
H 0.20590 2.48913 -2.15214 0.083
H 0.79036 -0.79440 -0.82839 0.148
H -1.35979 -1.93800 -1.27673 0.058
H -2.16390 -0.94189 -0.23255 0.102
H -0.58869 -0.27366 1.77334 0.110
H 0.03787 1.29364 0.92707 0.089
H 2.23088 -0.15136 0.82128 0.102
H 1.94173 0.26485 2.49743 0.126
H 0.71457 -2.07927 1.51445 0.116
```

The multiplicity is 1. The SMILES is NC(=O)[C@H](N)CCO. Its net charge is 0. The calculation puts the HOMO energy at -0.334 Ha. Its frontier orbital gap is 0.36227 Ha.

No. 3
ORCA calculation (wB97M-V/def2-TZVPD) on a cluster of 3 separate species, C4H10N2O2 in total in a non-equilibrium geometry.

Geometry as XYZ:
```
18
Properties=species:S:1:pos:R:3:lowdin_charge:R:1
C 0.06132 -0.01900 1.67580 -0.022
C 0.69276 0.96581 0.46617 -0.517
C -0.34046 1.82462 -0.22000 -0.050
O 1.83824 1.33276 0.60825 0.005
H 0.41857 -1.04208 1.78624 0.058
H 0.52937 0.41407 2.56376 0.070
H -1.00772 0.16012 1.74674 0.058
H 0.11937 2.69903 -0.67004 0.080
H -0.80702 1.23597 -1.00544 0.056
H -1.11148 2.13147 0.47898 0.078
N -1.41853 -1.43124 -0.98974 0.188
C -1.33733 -1.93737 0.10474 -0.423
O -1.58179 -2.50569 1.08922 0.148
H -1.53619 -1.73063 -1.93352 0.089
N 1.17251 -0.41036 -1.30928 0.036
H 0.89111 -1.03986 -2.08054 0.049
H 1.73106 0.37488 -1.62576 0.049
H 1.68622 -1.02252 -0.68557 0.048
```

The multiplicity is 1. The SMILES is CC(C)=O.N=C=O.N. Its net charge is 0. The calculation puts the HOMO energy at -0.331 Ha. Its frontier orbital gap is 0.34888 Ha.

No. 4
ORCA calculation (wB97M-V/def2-TZVPD) on a cluster of 2 separate species, C4H10N2O2 in total in a non-equilibrium geometry.

Geometry as XYZ:
```
18
Properties=species:S:1:pos:R:3:lowdin_charge:R:1
C -0.56738 -0.95287 1.84275 -0.022
C 0.07853 0.17344 2.58923 -0.603
N 0.88700 1.03551 1.82830 0.099
O -0.01055 0.48922 3.75984 0.030
H 0.21906 -1.68729 1.34202 0.135
H -1.35592 -0.59733 1.18922 0.058
H -1.11337 -1.43453 2.71264 0.096
H 1.28440 1.92655 2.38456 0.161
H 1.41074 1.04401 0.99592 0.041
C -0.94378 -0.71064 -2.24005 -0.047
C 0.40072 -0.23124 -1.93802 -0.555
N 0.65710 1.18485 -1.79647 0.127
O 1.26402 -1.14618 -1.87859 -0.012
H -1.29255 -0.12270 -3.11276 0.085
H -1.63168 -0.53075 -1.35448 0.094
H -0.78419 -1.82058 -2.54030 0.125
H 1.60418 1.52879 -1.86808 0.092
H -0.10631 1.85174 -1.91573 0.096
```

The multiplicity is 1. The SMILES is CC(N)=O.CC(N)=O. Its net charge is 0. The calculation puts the HOMO energy at -0.357 Ha. Its frontier orbital gap is 0.37771 Ha.

No. 5
ORCA calculation (wB97M-V/def2-TZVPD) on a cluster of 2 separate species, C4H10N2O2 in total in a non-equilibrium geometry.

Geometry as XYZ:
```
18
Properties=species:S:1:pos:R:3:lowdin_charge:R:1
C -0.57184 1.21870 -2.48947 -0.004
C -0.04575 -0.16754 -2.21239 -0.608
N -1.06412 -1.06765 -1.97514 0.129
O 1.09960 -0.47861 -2.02182 0.046
H -1.44831 1.11689 -3.12483 0.075
H 0.18171 1.72306 -3.10139 0.084
H -0.67502 1.80861 -1.59070 0.087
H -0.78199 -2.00615 -1.72636 0.096
H -1.92814 -1.13721 -2.50018 0.099
C 0.88099 0.24359 3.29265 -0.012
C -0.03127 -0.01651 2.10338 -0.595
N 0.59626 -0.63202 1.05057 0.153
O -1.17168 0.36417 2.03501 0.045
H 0.37337 -0.23580 4.13105 0.086
H 0.93503 1.30485 3.53134 0.081
H 1.89768 -0.10885 3.15058 0.066
H 0.14967 -1.22343 0.37256 0.075
H 1.60381 -0.70609 1.07514 0.095
```

The multiplicity is 1. The SMILES is CC(N)=O.CC(N)=O. Its net charge is 0. The calculation puts the HOMO energy at -0.356 Ha. Its frontier orbital gap is 0.38527 Ha.

No. 6
ORCA calculation (wB97M-V/def2-TZVPD) on the molecule C4H10N2O2 in a non-equilibrium geometry.

Geometry as XYZ:
```
18
Properties=species:S:1:pos:R:3:lowdin_charge:R:1
C 1.38531 0.16452 0.52897 -0.197
C -0.08524 -0.03507 0.75373 -0.439
C 0.69706 0.96662 -1.50547 -0.288
C -0.50654 -1.17851 1.75378 -0.023
N -0.60891 -0.24158 -0.53462 -0.096
N -1.87979 0.11215 -0.67924 0.014
O 1.63180 0.99130 -0.55314 -0.068
O 0.88480 0.26833 -2.66941 0.028
H 1.80641 0.64778 1.52312 0.161
H 2.02051 -0.80331 0.28218 0.159
H -0.45666 0.92123 1.22584 0.148
H 0.18467 2.01461 -1.78302 0.182
H -1.57676 -1.26068 1.53504 0.070
H -0.35653 -0.74904 2.74204 0.072
H -0.02221 -2.09101 1.57562 0.052
H -2.28925 0.79807 -0.10963 0.070
H -2.19173 0.01195 -1.58209 0.060
H 1.36306 -0.53736 -2.50370 0.094
```

The multiplicity is 1. Its net charge is 0. The calculation puts the HOMO energy at -0.257 Ha. Its frontier orbital gap is 0.29375 Ha.

No. 7
ORCA calculation (wB97M-V/def2-TZVPD) on a structure of composition C4H10N2O2 in a non-equilibrium geometry.

Geometry as XYZ:
```
18
Properties=species:S:1:pos:R:3:lowdin_charge:R:1
C 2.13054 -1.43286 0.01538 -0.139
C 0.79697 0.62732 0.60563 -0.274
C 0.44019 1.79398 -0.46157 -0.030
C -2.63921 -0.10083 0.35858 -0.256
H 2.77741 -0.87375 0.90352 0.108
H 1.58581 -2.45632 0.69086 0.148
H 2.68112 -1.73359 -0.96325 0.098
H 1.57882 0.90284 1.34577 0.157
H 1.30074 2.19906 -1.14013 0.106
H -0.18654 2.52756 -0.10958 0.021
H -0.24719 1.09944 -1.23371 0.135
H -0.92751 -1.07420 -0.24547 0.166
H -2.92100 0.75807 1.20386 0.173
H -2.63029 -1.19722 -1.15001 0.133
N -1.20075 -0.06938 0.05190 -0.185
N -3.45759 -0.75239 -0.40538 0.034
O 1.34560 -0.31700 -0.46874 -0.269
O -0.42711 0.09924 1.00235 -0.128
```

The multiplicity is 1. Its net charge is 0. The calculation puts the HOMO energy at -0.326 Ha. Its frontier orbital gap is 0.35478 Ha.

No. 8
ORCA calculation (wB97M-V/def2-TZVPD) on a cluster of 2 separate species, C4H10N2O2 in total in a non-equilibrium geometry.

Geometry as XYZ:
```
18
Properties=species:S:1:pos:R:3:lowdin_charge:R:1
C -0.40107 -0.90994 1.42007 -0.024
C -1.09218 0.11172 2.27079 -0.563
N -0.30317 1.09729 2.79712 0.077
O -2.32760 0.16242 2.38973 0.049
H 0.31367 -1.52222 1.97461 0.083
H 0.15572 -0.51844 0.54505 0.065
H -1.11179 -1.68479 1.06673 0.088
H -0.40248 2.01566 2.29683 0.123
H -0.38139 1.24451 3.81253 0.102
C -0.28699 0.73497 -2.03575 -0.060
N 0.61377 -0.42965 -2.42318 -0.039
C 1.85421 -0.67582 -1.91182 -0.341
O 2.48807 0.17599 -1.22155 -0.048
H 0.31129 1.42026 -1.35368 0.093
H -1.18664 0.35264 -1.47712 0.083
H -0.55256 1.24793 -2.98311 0.078
H 0.11714 -1.15134 -2.89662 0.105
H 2.19198 -1.67118 -2.27064 0.129
```

The multiplicity is 1. The SMILES is CC(N)=O.CNC=O. Its net charge is 0. The calculation puts the HOMO energy at -0.354 Ha. Its frontier orbital gap is 0.37831 Ha.